No. 1
{
  "formula": "C24H20N2O2PPtS",
  "method": "ωB97M-V/def2-TZVPD",
  "e_above_lowest_kj_mol": 0.0,
  "s_squared": 0.76,
  "homo_lumo_gap_ev": [7.6923, 5.9226],
  "charge": 2,
  "homo_energy_ha": [-0.5446, -0.5463],
  "energy_ha": -2044.79670,
  "spin_multiplicity": 2,
  "lumo_energy_ev": [-7.126, -8.944],
  "species": ["Pt", "O", "N", "C", "C", "C", "C", "C", "S", "H", "H", "H", "H", "O", "N", "C", "C", "C", "C", "C", "C", "C", "P", "C", "C", "C", "C", "C", "C", "C", "C", "C", "C", "C", "C", "H", "H", "H", "H", "H", "H", "H", "H", "H", "H", "H", "H", "H", "H", "H", "H"],
  "positions_angstrom": [[-0.98587, 0.91055, 0.11362], [-2.68617, 2.06146, -0.17197], [-2.53734, 3.21056, -0.85188], [-3.65387, 3.92594, -1.09092], [-3.56466, 5.11203, -1.77439], [-2.31891, 5.55701, -2.21120], [-1.19479, 4.80018, -1.95724], [-1.31997, 3.59785, -1.26820], [0.05740, 2.56525, -0.94596], [-4.56381, 3.48778, -0.70997], [-4.46446, 5.67919, -1.96182], [-2.23142, 6.49116, -2.74845], [-0.21372, 5.11439, -2.28515], [-2.22825, 1.80026, 2.56501], [-1.31944, 0.84520, 2.14781], [-0.60112, 0.41429, 3.11259], [0.45706, -0.58365, 3.06034], [0.88009, -1.02260, 4.31536], [1.72320, -2.11733, 4.44302], [2.10333, -2.81750, 3.31401], [1.70381, -2.37972, 2.05558], [0.93149, -1.23378, 1.90364], [0.56792, -0.72049, 0.21614], [2.07468, -0.45490, -0.73281], [1.96543, 0.04870, -2.03251], [3.09431, 0.20052, -2.81922], [4.34351, -0.13897, -2.31824], [4.46063, -0.63614, -1.02903], [3.33403, -0.79982, -0.23845], [-0.42991, -2.03555, -0.48596], [-1.42775, -2.61387, 0.30899], [-2.26254, -3.57608, -0.23169], [-2.10612, -3.96088, -1.55764], [-1.11838, -3.38688, -2.34914], [-0.28225, -2.41732, -1.82233], [-2.89166, 1.86742, 1.85856], [-0.87257, 0.79246, 4.09414], [0.52160, -0.52176, 5.20542], [2.04244, -2.43855, 5.42475], [2.71251, -3.70710, 3.40041], [1.99810, -2.95325, 1.18523], [1.00126, 0.29863, -2.45411], [2.99767, 0.58246, -3.82645], [5.22529, -0.01451, -2.93208], [5.43259, -0.89443, -0.63194], [3.46150, -1.16260, 0.76954], [-1.53425, -2.33332, 1.35111], [-3.02654, -4.03546, 0.38028], [-2.75357, -4.72069, -1.97438], [-0.99641, -3.70288, -3.37607], [0.49585, -1.98326, -2.43633]],
  "forces_ev_per_a": [[0.3, 0.5, 0.5], [-0.1, 0.1, -0.1], [0.0, -0.2, 0.1], [0.1, 0.0, 0.0], [0.0, 0.0, 0.0], [0.0, 0.1, 0.0], [0.0, 0.0, 0.0], [0.1, 0.1, 0.0], [-0.1, -0.3, -0.4], [0.0, 0.0, 0.0], [0.0, 0.0, 0.0], [0.0, 0.0, 0.0], [0.0, 0.0, 0.0], [0.0, -0.1, 0.1], [-0.3, -0.1, 0.0], [0.1, 0.0, -0.1], [-0.1, 0.0, 0.0], [0.1, -0.1, 0.0], [-0.1, 0.1, 0.0], [0.0, 0.0, 0.0], [0.0, 0.0, 0.0], [0.0, 0.0, 0.1], [0.1, 0.1, 0.0], [0.0, -0.1, 0.1], [0.0, -0.1, -0.1], [0.0, 0.0, 0.0], [0.0, 0.0, 0.0], [0.0, 0.0, 0.0], [0.0, 0.2, 0.1], [0.0, 0.0, -0.2], [0.0, 0.0, 0.0], [0.0, 0.0, 0.0], [0.0, 0.0, 0.0], [0.0, 0.0, 0.0], [0.0, 0.0, 0.0], [0.0, 0.1, -0.1], [0.0, 0.1, 0.0], [0.0, 0.0, 0.0], [0.0, 0.0, 0.0], [0.0, 0.0, 0.0], [0.0, 0.0, 0.0], [-0.1, 0.0, 0.0], [0.0, 0.0, 0.0], [0.0, 0.0, 0.0], [0.0, 0.0, 0.0], [0.0, 0.0, 0.0], [0.0, 0.0, 0.0], [0.0, 0.0, 0.0], [0.0, 0.0, 0.0], [0.0, 0.0, 0.0], [0.0, -0.1, 0.0]],
  "lowdin_charge": [0.96, -0.31, -0.18, 0.03, 0.01, 0.00, -0.04, -0.56, 0.79, 0.16, 0.14, 0.14, 0.13, 0.00, -0.19, -0.03, -0.18, 0.01, -0.01, -0.01, -0.07, -0.29, 0.92, -0.35, -0.16, -0.05, -0.03, -0.04, -0.06, -0.36, -0.09, -0.05, -0.03, -0.04, -0.06, 0.09, 0.16, 0.13, 0.13, 0.13, 0.13, 0.08, 0.12, 0.12, 0.12, 0.10, 0.11, 0.12, 0.12, 0.12, 0.10]
}

=====

No. 2
{
  "formula": "C24H20N2O3",
  "method": "ωB97M-V/def2-TZVPD",
  "e_above_lowest_kj_mol": 434.1,
  "homo_lumo_gap_ev": 4.1008,
  "homo_energy_ha": -0.2452,
  "energy_ha": -1261.64876,
  "spin_multiplicity": 1,
  "lumo_energy_ev": -2.570,
  "species": ["O", "C", "C", "N", "C", "C", "N", "H", "H", "H", "C", "O", "C", "C", "C", "C", "C", "C", "C", "C", "C", "O", "C", "C", "C", "C", "C", "C", "C", "C", "C", "C", "H", "H", "H", "H", "H", "H", "H", "H", "H", "H", "H", "H", "H", "H", "H", "H", "H"],
  "positions_angstrom": [[-0.45829, -2.76147, 3.11849], [-1.15079, -1.78489, 2.89940], [-0.78123, -0.38552, 3.02755], [-1.59636, 0.66919, 2.70948], [-0.90133, 1.77607, 3.07743], [0.35504, 1.36666, 3.60949], [0.41294, 0.01141, 3.56785], [-2.21500, -1.84808, 2.57868], [-1.26552, 2.79193, 2.99524], [1.14126, 1.99889, 4.00342], [-3.25749, -2.32725, -4.76195], [-3.42050, -2.77246, -3.39940], [-3.51697, -1.85648, -2.40096], [-3.70368, -2.37064, -1.08995], [-3.80461, -1.51844, -0.02036], [-3.71068, -0.10347, -0.18300], [-3.83227, 0.73506, 0.95693], [-4.42178, 2.02252, 0.97997], [-4.38538, 2.75037, 2.20591], [-4.82232, 4.05232, 2.28653], [-5.38468, 4.66518, 1.15249], [-5.77731, 5.99068, 1.28961], [-7.09344, 6.35546, 0.95509], [-8.00521, 6.53852, 2.00227], [-9.34266, 6.76466, 1.68346], [-9.73573, 6.88657, 0.34561], [-8.79333, 6.77279, -0.68131], [-7.45598, 6.50340, -0.38419], [-5.50270, 3.97341, -0.06057], [-5.07355, 2.65523, -0.12963], [-3.47735, 0.39219, -1.50169], [-3.39820, -0.45448, -2.59314], [-3.15978, -3.24817, -5.33815], [-4.13650, -1.76120, -5.09808], [-2.35265, -1.71545, -4.86785], [-3.75768, -3.45249, -0.97540], [-3.98714, -1.91968, 0.97630], [-3.51015, 0.32957, 1.91718], [-3.98125, 2.25027, 3.08563], [-4.75923, 4.61834, 3.21498], [-7.65924, 6.47018, 3.03587], [-10.07236, 6.86049, 2.48954], [-10.77916, 7.09045, 0.10127], [-9.08404, 6.89449, -1.72519], [-6.70000, 6.38767, -1.16336], [-5.92837, 4.47341, -0.93131], [-5.24798, 2.10470, -1.05241], [-3.35592, 1.46550, -1.64404], [-3.23788, -0.05254, -3.59677]],
  "forces_ev_per_a": [[-0.6, 0.4, -0.2], [0.2, 0.5, 0.0], [1.6, 1.3, 0.7], [-0.2, 0.0, 0.2], [1.0, -0.9, 0.3], [-1.5, -0.8, -0.7], [-0.4, 0.4, -0.1], [-0.1, -0.5, -0.1], [-0.2, -0.1, -0.2], [0.0, -0.2, 0.0], [0.0, 0.0, 0.4], [-0.1, 0.8, 0.5], [0.2, 0.1, 0.0], [0.0, 0.0, -0.7], [0.3, 0.4, 0.1], [0.3, -0.2, -0.8], [-0.8, -0.3, -0.1], [-0.3, 1.0, -0.1], [0.3, -0.3, -0.2], [-0.3, 0.2, -0.2], [-0.1, 0.6, 0.3], [0.2, -0.6, 0.1], [-0.1, -0.3, -0.1], [0.2, -0.3, -0.4], [0.1, 0.2, -0.1], [0.1, 0.0, 0.0], [0.1, 0.1, 0.1], [-0.1, -0.1, 0.4], [0.0, -0.3, 0.1], [0.3, 0.1, 0.2], [-0.4, -0.2, 0.4], [-0.1, -0.5, -0.1], [0.0, 0.2, 0.0], [0.2, -0.1, 0.1], [-0.2, -0.2, 0.0], [0.0, 0.3, 0.0], [0.2, 0.1, -0.2], [-0.1, 0.0, -0.1], [0.1, 0.1, -0.2], [-0.1, -0.2, -0.3], [-0.1, -0.1, -0.4], [0.2, 0.0, -0.3], [0.3, -0.1, 0.1], [0.0, 0.0, 0.3], [-0.3, 0.2, 0.2], [0.0, -0.3, 0.4], [0.1, 0.1, 0.3], [0.2, -0.3, 0.0], [0.0, -0.1, 0.5]],
  "lowdin_charge": [0.01, -0.26, -0.40, 0.02, -0.21, -0.19, 0.07, 0.08, 0.06, 0.07, -0.05, -0.07, -0.23, 0.03, 0.01, -0.19, 0.10, -0.17, 0.02, 0.03, -0.20, 0.01, -0.24, 0.00, -0.07, -0.09, -0.07, -0.02, 0.02, 0.02, 0.00, 0.01, 0.10, 0.10, 0.10, 0.13, 0.12, 0.09, 0.13, 0.13, 0.12, 0.11, 0.11, 0.11, 0.12, 0.11, 0.11, 0.12, 0.11]
}

=====

No. 3
{
  "formula": "C24H21Br4LuN2O3",
  "method": "ωB97M-V/def2-TZVPD",
  "e_above_lowest_kj_mol": 0.0,
  "homo_lumo_gap_ev": 7.8354,
  "homo_energy_ha": -0.2817,
  "energy_ha": -12794.14911,
  "spin_multiplicity": 1,
  "lumo_energy_ev": 0.169,
  "species": ["Lu", "Br", "C", "C", "Br", "C", "Br", "C", "O", "C", "O", "C", "Br", "N", "C", "C", "C", "C", "C", "C", "C", "C", "C", "C", "C", "C", "H", "H", "H", "H", "H", "H", "H", "H", "H", "H", "O", "C", "C", "C", "C", "C", "C", "N", "H", "H", "H", "H", "H", "H", "H", "H", "H", "H", "H"],
  "positions_angstrom": [[0.51359, -0.99017, -0.44623], [-3.88479, -5.54490, 2.55463], [-2.56020, -4.23477, 2.29971], [-2.07393, -3.49759, 3.37075], [-2.71696, -3.79593, 5.11187], [-1.09720, -2.51692, 3.14940], [-0.39713, -1.46417, 4.55131], [-0.61536, -2.27207, 1.87655], [0.30141, -1.32108, 1.60614], [-1.11407, -3.01869, 0.78174], [-0.64473, -2.72876, -0.43845], [-2.07458, -3.99599, 1.00619], [-2.68158, -4.94020, -0.49857], [0.39255, -0.09885, -2.74872], [1.48940, -0.51188, -3.59040], [1.19770, -1.18328, -4.76904], [2.21877, -1.63147, -5.59144], [3.53707, -1.39594, -5.23412], [3.81555, -0.72344, -4.05483], [2.81060, -0.27343, -3.19988], [3.18023, 0.40146, -1.91761], [4.10811, 1.44163, -1.95770], [4.52352, 2.05023, -0.77933], [4.02335, 1.61344, 0.43711], [3.10095, 0.56883, 0.46346], [2.64713, -0.05821, -0.70196], [-0.48923, -0.23820, -3.22782], [0.43926, 0.88520, -2.49767], [0.16270, -1.34929, -5.04636], [1.97884, -2.15670, -6.50632], [4.34647, -1.74548, -5.86082], [4.84395, -0.56084, -3.75613], [4.50559, 1.78272, -2.90726], [5.23709, 2.86394, -0.81868], [4.35336, 2.08166, 1.35705], [2.73442, 0.23152, 1.43158], [-0.77866, 0.80768, -0.23027], [-1.22663, 1.48230, 0.74201], [-2.16298, 2.62011, 0.46099], [-3.58987, 2.34582, 0.95482], [-3.78524, 2.55877, 2.45175], [-2.94177, 1.67237, 3.35994], [-1.44268, 1.84551, 3.17237], [-0.91696, 1.17441, 1.98363], [-2.13964, 2.77368, -0.61536], [-1.77885, 3.52927, 0.93506], [-3.88055, 1.32890, 0.67190], [-4.26223, 3.00936, 0.40859], [-4.84165, 2.42485, 2.69237], [-3.55802, 3.60740, 2.68009], [-3.18953, 0.61487, 3.22494], [-3.17877, 1.90649, 4.40020], [-0.90208, 1.40570, 4.00766], [-1.16879, 2.90425, 3.14134], [-0.36693, 0.31588, 2.10979]],
  "forces_ev_per_a": [[0.1, 0.7, -0.6], [-0.1, -0.1, 0.1], [0.1, 0.0, -0.1], [0.0, 0.0, -0.1], [0.0, 0.0, 0.1], [-0.1, -0.1, 0.0], [0.0, 0.0, 0.0], [0.3, 0.3, 0.0], [-0.3, -0.4, 0.6], [0.0, -0.1, -0.5], [-0.1, -0.4, 0.4], [0.1, 0.1, 0.2], [-0.1, -0.1, -0.1], [-0.1, -0.1, 0.1], [-0.1, 0.0, 0.1], [0.1, 0.0, 0.0], [0.0, 0.0, 0.0], [0.0, 0.0, 0.0], [0.1, 0.0, 0.0], [0.0, 0.0, 0.0], [0.1, 0.1, -0.1], [0.0, 0.0, 0.1], [0.0, 0.0, -0.1], [0.0, -0.1, 0.0], [0.1, 0.2, 0.0], [-0.2, -0.3, 0.0], [0.0, 0.0, -0.1], [0.2, 0.0, 0.0], [0.0, 0.0, 0.0], [0.0, 0.0, 0.0], [0.0, 0.0, 0.0], [0.0, 0.0, 0.0], [0.0, 0.0, 0.0], [0.0, 0.0, 0.0], [0.0, 0.0, 0.0], [0.0, 0.0, 0.0], [0.1, 0.0, 0.0], [0.0, -0.2, 0.0], [0.1, 0.1, 0.0], [0.0, -0.1, -0.1], [0.0, 0.2, 0.0], [0.0, -0.1, 0.1], [0.2, 0.0, 0.0], [-0.2, 0.2, 0.0], [-0.1, 0.0, 0.0], [0.0, 0.0, 0.0], [0.0, 0.0, 0.0], [0.0, 0.0, 0.0], [0.0, -0.1, 0.0], [0.0, 0.0, 0.0], [0.0, 0.0, 0.0], [0.0, 0.0, 0.0], [-0.1, 0.0, 0.0], [-0.1, 0.0, 0.0], [0.0, 0.0, 0.0]],
  "lowdin_charge": [1.73, 0.72, -0.76, -0.77, 0.71, -0.64, 0.80, -0.40, -0.33, -0.42, -0.31, -0.66, 0.78, 0.00, -0.25, -0.04, -0.09, -0.08, -0.03, -0.15, -0.25, -0.05, -0.09, -0.10, -0.16, -0.21, 0.10, 0.10, 0.11, 0.10, 0.10, 0.12, 0.11, 0.10, 0.10, 0.08, -0.13, -0.42, -0.09, -0.18, -0.21, -0.18, -0.17, 0.13, 0.12, 0.13, 0.13, 0.11, 0.11, 0.12, 0.12, 0.12, 0.08, 0.13, 0.09]
}

=====

No. 4
{
  "formula": "C24H21ClGaNO7PS",
  "method": "ωB97M-V/def2-TZVPD",
  "e_above_lowest_kj_mol": 0.0,
  "homo_lumo_gap_ev": 9.0995,
  "charge": 1,
  "homo_energy_ha": -0.4479,
  "energy_ha": -4632.73134,
  "spin_multiplicity": 1,
  "lumo_energy_ev": -3.088,
  "species": ["Ga", "O", "S", "O", "O", "C", "C", "C", "C", "C", "C", "P", "C", "C", "C", "C", "C", "C", "C", "C", "C", "C", "C", "C", "H", "H", "H", "H", "H", "H", "H", "H", "H", "H", "H", "H", "H", "H", "O", "Cl", "O", "O", "O", "N", "C", "C", "C", "C", "C", "C", "H", "H", "H", "H", "H", "H", "H"],
  "positions_angstrom": [[-0.12509, 1.91637, -0.41781], [-1.22828, 3.05469, 3.12292], [-1.00617, 2.16783, 2.04338], [0.40770, 1.96380, 1.57671], [-1.66360, 2.52125, 0.72932], [-1.60603, 0.55628, 2.41701], [-2.17615, 0.34506, 3.65633], [-2.66550, -0.91892, 3.97318], [-2.58911, -1.94285, 3.04963], [-2.02504, -1.71632, 1.79859], [-1.51316, -0.46963, 1.46285], [-0.89918, -0.28527, -0.24293], [-2.27590, -0.77413, -1.28234], [-3.40134, 0.04996, -1.31752], [-4.51209, -0.33960, -2.04233], [-4.50302, -1.54385, -2.73587], [-3.38556, -2.36348, -2.70154], [-2.26904, -1.98468, -1.97020], [0.47258, -1.42236, -0.48644], [0.96619, -2.21032, 0.55001], [2.07736, -3.01523, 0.33845], [2.70312, -3.02379, -0.89913], [2.21723, -2.23130, -1.93302], [1.10615, -1.42887, -1.73289], [-2.23832, 1.16174, 4.36158], [-3.10942, -1.09590, 4.94307], [-2.98112, -2.92218, 3.28702], [-2.00579, -2.52283, 1.07457], [-3.41500, 0.99179, -0.78450], [-5.38352, 0.29940, -2.07125], [-5.37239, -1.84412, -3.30497], [-3.37869, -3.30112, -3.23983], [-1.40555, -2.63647, -1.94288], [0.49887, -2.19818, 1.52523], [2.45086, -3.63288, 1.14369], [3.56941, -3.65032, -1.06300], [2.70038, -2.24478, -2.90060], [0.73071, -0.82224, -2.54980], [-0.62597, 3.67444, -4.02214], [-0.79708, 2.73317, -2.99489], [-2.13861, 2.30556, -2.77049], [0.07615, 1.57211, -3.10411], [-0.31928, 3.40547, -1.64579], [1.88212, 2.05843, -0.86102], [2.95197, 1.82893, 0.10898], [3.39521, 0.53678, 0.31737], [4.39866, 0.31700, 1.24873], [4.93716, 1.38089, 1.95963], [4.48603, 2.67062, 1.72468], [3.48847, 2.90423, 0.78843], [2.04548, 1.47768, -1.68389], [1.94253, 3.00753, -1.22643], [2.98504, -0.28983, -0.24797], [4.76481, -0.68784, 1.41159], [5.71682, 1.20529, 2.68755], [4.91270, 3.50240, 2.26785], [3.13129, 3.91058, 0.60723]],
  "forces_ev_per_a": [[0.5, 0.5, 0.6], [0.1, -0.1, 0.1], [0.0, 0.2, -0.6], [0.1, -0.1, 0.0], [-0.2, 0.1, 0.1], [0.1, -0.1, 0.0], [0.0, -0.2, 0.0], [0.0, 0.1, 0.1], [0.0, 0.0, -0.1], [-0.1, -0.1, 0.0], [-0.1, 0.1, 0.1], [-0.1, -0.2, 0.0], [-0.1, -0.1, -0.1], [0.0, 0.0, 0.0], [0.0, 0.0, 0.0], [0.0, 0.0, 0.0], [0.0, 0.0, 0.0], [0.0, 0.0, 0.0], [0.1, 0.0, 0.1], [0.0, 0.0, 0.0], [0.0, 0.0, -0.1], [0.0, 0.0, 0.0], [0.0, 0.0, -0.1], [0.0, 0.0, 0.0], [0.0, 0.0, 0.0], [0.0, 0.0, 0.0], [0.0, 0.0, 0.0], [0.0, 0.0, 0.0], [0.0, 0.0, 0.0], [0.0, 0.0, 0.0], [0.0, 0.0, 0.0], [0.0, 0.0, 0.0], [0.0, 0.0, 0.0], [0.0, 0.0, 0.0], [0.0, 0.0, 0.0], [0.0, 0.0, 0.0], [0.0, 0.0, 0.0], [0.0, 0.0, 0.0], [0.0, -0.1, 0.2], [-0.1, -0.2, 0.7], [0.5, 0.4, -0.2], [-0.2, 0.4, 0.0], [-0.6, -0.7, -0.9], [0.2, -0.1, -0.2], [-0.2, 0.0, -0.2], [0.1, 0.0, 0.1], [0.0, 0.0, 0.0], [0.0, 0.0, 0.0], [0.0, 0.1, 0.0], [0.0, 0.0, 0.2], [-0.1, -0.1, 0.0], [0.0, 0.1, 0.1], [0.0, 0.0, 0.0], [0.0, 0.0, 0.0], [0.0, 0.0, 0.0], [0.0, 0.0, 0.0], [0.0, 0.0, 0.0]],
  "lowdin_charge": [0.35, -0.20, 0.61, -0.28, -0.29, -0.25, -0.02, -0.03, -0.03, -0.07, -0.29, 1.13, -0.34, -0.09, -0.05, -0.05, -0.05, -0.07, -0.36, -0.06, -0.05, -0.05, -0.06, -0.11, 0.13, 0.12, 0.12, 0.12, 0.11, 0.12, 0.12, 0.11, 0.11, 0.11, 0.12, 0.12, 0.12, 0.11, -0.20, 0.78, -0.26, -0.34, -0.31, 0.10, -0.27, -0.02, -0.05, -0.06, -0.05, -0.02, 0.12, 0.12, 0.09, 0.11, 0.11, 0.11, 0.13]
}